[1]
Density functional theory data (wB97M-V/def2-TZVPD) for a molecular structure, C17H38BaN8O10 in a non-equilibrium geometry.

```
74
Properties=species:S:1:pos:R:3
Ba 0.28421 0.52171 0.22466
C 2.55257 -0.44011 -3.86827
C 1.56848 -0.24260 -2.81065
C 0.11306 0.13658 -3.19440
O -0.66821 0.38015 -2.23955
C -0.20246 0.32274 -4.57017
C 0.79176 0.15184 -5.54707
C 2.21071 -0.20559 -5.17986
O 3.12385 -0.24731 -6.06144
O 0.45944 0.56119 -6.68373
O 1.96595 -0.34554 -1.61506
H 3.55445 -0.68655 -3.54893
H -1.15978 0.66042 -4.93865
C 3.90456 1.69730 -0.08903
O 2.82695 1.59689 0.52574
N 4.20718 1.11256 -1.24165
N 4.96288 2.29608 0.48534
H 5.14582 1.14341 -1.59443
H 3.50631 0.51962 -1.67890
H 5.70872 2.49974 -0.15629
H 4.86651 2.69507 1.40156
C -0.21284 3.91633 2.17283
O 0.35441 2.87502 1.83198
N -1.33360 3.93582 2.86073
N 0.18659 5.17283 1.84499
H -1.77307 3.03174 2.93994
H -1.79391 4.76656 3.18210
H -0.45788 5.89846 2.09969
H 0.99163 5.43570 1.30520
C -2.86281 2.20576 -0.66063
O -2.29789 1.47060 0.15825
N -2.68996 2.15418 -1.97263
N -3.66245 3.21537 -0.23974
H -3.04660 2.82930 -2.62301
H -2.06401 1.39354 -2.25797
H -4.20416 3.78742 -0.86246
H -3.65238 3.45328 0.73599
C -1.15445 -1.00055 4.85344
C -0.25187 -0.39678 3.79265
C 0.90540 -1.31105 3.39284
O 1.54727 -0.91673 2.17469
C 2.84116 -1.48809 2.00100
N -1.12499 -0.15569 2.60310
H -1.60462 -1.99202 4.75645
H -2.03206 -0.37656 5.03040
H -0.60528 -1.11901 5.79263
H 0.08277 0.59005 4.11334
H 0.62823 -2.36631 3.40527
H 1.69194 -1.04369 4.10609
H 3.08640 -1.57659 0.94000
H 2.95343 -2.54640 2.25084
H 3.59897 -0.85437 2.46080
H -1.74145 0.60800 2.85705
H -1.71322 -0.98236 2.62244
C -0.12337 -3.71787 0.53385
C -0.76113 -2.92501 -0.59890
C -1.74358 -3.72013 -1.51477
O -2.91532 -4.08564 -0.81023
C -3.75466 -5.02244 -1.44161
N -1.35150 -1.69726 -0.11039
H -0.94633 -3.94912 1.21713
H 0.66031 -3.16110 1.04577
H 0.27902 -4.67752 0.21062
H 0.05075 -2.59638 -1.25702
H -1.23782 -4.58339 -1.95919
H -2.00388 -3.10303 -2.38109
H -4.21389 -4.66589 -2.36757
H -4.59235 -5.22827 -0.77591
H -3.17956 -5.93414 -1.61949
H -1.88190 -1.96243 0.71099
H -1.93183 -1.39826 -0.88656
O 0.49895 2.84565 -1.03626
H 0.14327 3.27669 -1.82004
H 0.69317 3.56421 -0.42685
```

Output
**E**: -51339.0816 eV
**E_HOMO**: -5.877 eV
**Multiplicity**: 1
**Energy above the lowest of the compared OMol25 structures with the same formula, charge and spin**: 0.0 kcal/mol

In elementary charge units, the Löwdin charges are: 2.0762, -0.0023, -0.3388, -0.3547, -0.2666, 0.0034, -0.3677, -0.3829, -0.0121, 0.0114, -0.2662, 0.1019, 0.1020, -0.6748, -0.1292, 0.1963, 0.1509, 0.1111, 0.0531, 0.0973, 0.1065, -0.6814, -0.0757, 0.1772, 0.1724, 0.1086, 0.1119, 0.0961, 0.1149, -0.6929, -0.1323, 0.1892, 0.1536, 0.1145, 0.0658, 0.0977, 0.0892, -0.0728, -0.3891, -0.1751, -0.3654, -0.0959, -0.0464, 0.0855, 0.0804, 0.0829, 0.1424, 0.1317, 0.1340, 0.0916, 0.0948, 0.0979, 0.0610, 0.0692, -0.0307, -0.4189, -0.1788, -0.1931, -0.1100, -0.0577, 0.0830, 0.0577, 0.0866, 0.1328, 0.1250, 0.1287, 0.0879, 0.0850, 0.0878, 0.0670, 0.0766, -0.1684, 0.0676, 0.0212

=====

[2]
Density functional theory data (wB97M-V/def2-TZVPD) for 6 unconnected molecules or ions with the total composition C17H38ClO10PS6 in a non-equilibrium geometry.

```
73
Properties=species:S:1:pos:R:3
C 0.05453 1.19245 -0.71202
C 0.33219 0.23571 -1.89881
Cl 1.24335 1.14723 -3.15201
C 1.02252 -1.10782 -1.48147
C 0.75031 -1.32029 -0.02415
C 1.56315 -1.16126 1.02034
P 3.33264 -0.65985 0.96938
O 4.14771 -2.06641 0.66971
O 3.62665 0.27702 -0.32914
S 3.96896 0.04724 2.62863
C 0.78610 -1.46273 2.31211
O 1.18684 -1.70815 3.35951
O -0.55485 -1.31625 1.87722
C -0.58026 -1.76815 0.59049
O -1.39159 -2.39432 0.05178
H 0.92393 1.31367 -0.05449
H -0.10943 2.17867 -1.16658
H -0.85561 0.91652 -0.16413
H -0.63142 -0.02543 -2.35092
H 0.62077 -1.91443 -2.10854
H 2.08949 -1.03577 -1.71721
H 3.76263 -2.48577 -0.12121
H 4.26730 -0.19819 -0.88577
C -5.03391 -0.01899 0.72853
S -4.43473 1.67011 0.88718
O -3.05718 1.70509 0.31827
C -4.27322 1.64083 2.67903
H -5.16795 -0.23554 -0.33007
H -4.30572 -0.71077 1.15375
H -5.99035 -0.11389 1.24302
H -3.59673 0.83975 2.97966
H -5.25473 1.49183 3.12904
H -3.86883 2.59940 2.99980
C -1.46761 -0.98901 6.82850
S -2.07138 -1.32485 5.16665
O -3.50081 -0.90739 5.12604
C -2.03907 -3.11793 5.30241
H -1.44683 0.08991 6.97145
H -2.13400 -1.44217 7.56333
H -0.45905 -1.38984 6.93477
H -2.66888 -3.43739 6.13347
H -1.01198 -3.45067 5.45600
H -2.42115 -3.53637 4.37289
C -2.07142 3.58357 -4.56724
S -2.09116 2.18722 -5.70180
O -0.91345 1.33813 -5.37329
C -1.66931 3.13142 -7.17458
H -2.27274 3.21128 -3.56363
H -1.09224 4.06290 -4.58912
H -2.84738 4.29396 -4.85373
H -0.71605 3.63951 -7.02748
H -2.45821 3.85643 -7.37806
H -1.58618 2.44081 -8.01202
C 3.01313 -1.22810 6.17296
S 3.61935 0.45521 6.35737
O 5.01201 0.48283 5.84207
C 3.71559 0.42133 8.15612
H 2.91612 -1.43944 5.10972
H 3.72059 -1.92617 6.62273
H 2.03706 -1.31665 6.65233
H 4.37668 -0.38485 8.47594
H 2.71684 0.27826 8.57050
H 4.11499 1.37580 8.49439
C 0.48198 -0.62565 -7.95827
S 1.99549 0.34315 -7.91655
O 1.71870 1.62789 -8.61440
C 2.92141 -0.69873 -9.05757
H -0.25584 -0.12514 -7.33150
H 0.11318 -0.69041 -8.98324
H 0.67837 -1.62291 -7.56313
H 2.39754 -0.75930 -10.01217
H 3.03776 -1.69367 -8.62668
H 3.90248 -0.25171 -9.20819
```

Output
**E**: -125540.3985 eV
**E_HOMO**: -8.683 eV
**Multiplicity**: 1

In elementary charge units, the Löwdin charges are: -0.1106, -0.6697, 0.6315, -0.1374, -0.1255, -0.1340, 0.2396, -0.2177, -0.2049, 0.4016, -0.4038, 0.1859, 0.1169, -0.4312, 0.2236, 0.0804, 0.0697, 0.0598, 0.1037, 0.1302, 0.0839, 0.0718, 0.0868, -0.2641, 0.8144, -0.5660, -0.2623, 0.0489, 0.0548, 0.0541, 0.0384, 0.0581, 0.0517, -0.2590, 0.7974, -0.5565, -0.2592, 0.0526, 0.0593, 0.0361, 0.0576, 0.0536, 0.0519, -0.2652, 0.8040, -0.6022, -0.2637, 0.0478, 0.0609, 0.0522, 0.0635, 0.0516, 0.0469, -0.2687, 0.7732, -0.5683, -0.2749, 0.0044, 0.0626, 0.0354, 0.0561, 0.0477, 0.0479, -0.2669, 0.7957, -0.5591, -0.2775, 0.0198, 0.0582, 0.0543, 0.0552, 0.0497, 0.0469

=====

[3]
Density functional theory data (wB97M-V/def2-TZVPD) for 5 unconnected molecules or ions with the total composition C17H38IN11O5 in a non-equilibrium geometry.

```
72
Properties=species:S:1:pos:R:3
C -3.58625 0.82798 -0.17264
C -2.64690 1.23367 1.06468
C -1.49946 0.11670 1.42770
C -1.35342 0.22640 3.04928
N -0.93782 0.34898 4.17367
C -2.04662 -1.40857 1.20044
C -3.42483 -1.69219 2.03885
C -4.19607 -2.98550 1.37826
I -4.85047 -4.27233 3.00828
C -0.09076 0.39854 0.67785
C 0.63700 -0.96753 0.16741
N 0.89530 -2.07068 -0.27334
C 1.01270 1.13849 1.61169
C 1.91461 0.08573 2.48124
O 3.18869 -0.20759 1.86277
C -0.22662 1.30808 -0.65691
N -0.86527 0.55970 -1.81317
C -1.55347 1.51669 -2.75087
H -3.87327 1.71319 -0.86319
H -3.18922 -0.00257 -0.84800
H -4.58897 0.43286 0.26415
H -3.33474 1.24223 2.00240
H -2.21291 2.30156 1.01142
H -2.18716 -1.65745 0.09007
H -1.30219 -2.19538 1.62290
H -4.17177 -0.83068 1.98177
H -3.11875 -1.98788 3.10574
H -3.45423 -3.46410 0.64934
H -5.11091 -2.56383 0.80548
H 0.57434 1.98113 2.26242
H 1.78711 1.66477 0.92132
H 1.31538 -0.83935 2.81289
H 2.15805 0.65874 3.46400
H 3.29065 -1.16904 1.68195
H 0.86771 1.49982 -1.00777
H -0.67906 2.34117 -0.48066
H -0.08068 0.14757 -2.34530
H -0.84634 1.80326 -3.62077
H -2.44525 0.94822 -3.22936
H -1.98090 2.44501 -2.23334
N 5.83794 -1.44481 -1.04835
C 4.80271 -2.30774 -0.94742
N 3.66669 -1.90720 -1.56543
O 4.88677 -3.37039 -0.34195
H 5.79195 -0.56951 -1.53705
H 6.70009 -1.70873 -0.59926
H 2.87169 -2.52459 -1.51131
H 3.57776 -1.04126 -2.06495
N 6.17236 -2.12920 2.56429
C 6.56457 -0.83132 2.57750
N 6.94417 -0.36554 3.79281
O 6.57452 -0.13683 1.57292
H 6.15677 -2.71661 3.37825
H 5.88112 -2.51468 1.67604
H 7.24224 0.59536 3.84336
H 6.94280 -0.91996 4.62969
N -3.22898 -3.51047 -4.19495
C -2.90666 -2.24590 -3.82788
N -1.93331 -2.15863 -2.89041
O -3.45225 -1.26144 -4.30576
H -2.79339 -4.33138 -3.81506
H -3.94965 -3.61688 -4.89094
H -1.66485 -1.23188 -2.59036
H -1.47303 -2.95442 -2.48539
N -1.04725 6.24235 -1.34675
C -2.08162 5.37548 -1.23933
N -3.22090 5.77427 -1.85210
O -1.99373 4.31482 -0.63578
H -1.09891 7.11691 -1.83716
H -0.18101 5.98082 -0.90333
H -4.01418 5.15549 -1.79445
H -3.31364 6.64002 -2.35198
```

Output
**E**: -52974.2023 eV
**E_HOMO**: -9.333 eV
**SMILES string**: CC[C@@](C#N)(CCCI)[C@](C#N)(CCO)CNC.NC(N)=O.NC(N)=O.NC(N)=O.NC(N)=O
**Multiplicity**: 1

In elementary charge units, the Löwdin charges are: -0.1001, -0.1628, -0.2755, -0.1432, 0.1471, -0.1577, -0.2927, -0.6447, 0.6963, -0.2744, -0.1111, 0.1538, -0.1148, -0.2508, -0.1069, -0.1627, -0.1450, -0.1242, 0.0827, 0.0621, 0.0795, 0.1143, 0.1090, 0.0967, 0.1319, 0.0903, 0.0691, 0.0537, 0.0622, 0.1275, 0.1253, 0.1217, 0.1259, 0.0868, 0.1340, 0.1041, 0.0963, 0.0946, 0.0788, 0.0654, 0.1604, -0.7060, 0.1494, -0.0014, 0.1008, 0.1007, 0.0637, 0.0929, 0.1657, -0.7031, 0.1483, 0.0099, 0.0969, 0.0727, 0.1048, 0.0922, 0.1464, -0.7008, 0.1650, 0.0118, 0.0937, 0.1060, 0.0421, 0.0934, 0.1576, -0.6836, 0.1592, -0.0003, 0.0986, 0.1108, 0.1109, 0.0991